No. 1
An isolated molecule of CH2N2OS at a distorted geometry. Source: OMol25; level of theory: ωB97M-V with the def2-TZVPD basis set.

Geometry as XYZ:
```
7
Properties=species:S:1:pos:R:3:forces:R:3
S -0.21725 0.14189 -0.48137 0.486 5.032 6.152
O -0.96135 -0.72756 -1.27567 -1.715 -1.406 -2.208
N 1.78440 -1.55434 0.64973 2.728 -2.461 1.781
N -0.79852 1.19005 0.77703 1.029 -2.833 -3.440
C 1.11129 -0.85227 0.09414 -2.775 1.716 -0.833
H 0.77224 0.94119 -1.03727 -1.397 0.264 -0.177
H -1.69080 0.86103 1.27340 1.644 -0.312 -1.276
```
Positions in Å, forces in eV/Å.

For the HOMO energy, the calculation gives -10.35 eV. The value obtained for the frontier orbital gap is 0.37383 Ha. The structure (SMILES) is N#C[S@H](=N)=O. The strongest force on any atom is 7.96 eV/Å.

Atomic partial charges in e from the Löwdin method, atoms 1 to 4:
1 S 0.719
2 O -0.347
3 N 0.142
4 N -0.250

No. 2
An isolated molecule of CH2N2OS2 at a distorted geometry. Source: OMol25; level of theory: ωB97M-V with the def2-TZVPD basis set.

Geometry as XYZ:
```
8
Properties=species:S:1:pos:R:3:forces:R:3
S 0.62660 -0.64953 0.80524 -0.191 0.312 -0.963
S -0.25651 0.64804 -1.68422 0.373 -0.585 -0.361
O -0.26049 -1.77832 1.05183 -0.257 -0.391 0.217
N -0.84559 1.31961 -0.38006 0.701 -1.198 4.423
N 0.87427 -0.39184 -0.90791 -0.210 0.835 0.906
C -0.43556 0.82063 0.82660 -0.514 1.359 -4.586
H -0.83858 1.23852 1.72891 0.002 -0.037 0.295
H 1.13586 -1.20710 -1.44038 0.097 -0.295 0.069
```
Positions in Å, forces in eV/Å.

For the HOMO energy, the calculation gives -8.86 eV. The value obtained for the frontier orbital gap is 0.32263 Ha. The strongest force on any atom is 4.81 eV/Å.

Atomic partial charges in e from the Löwdin method, atoms 1 to 4:
1 S 0.829
2 S 0.867
3 O -0.505
4 N -0.415

No. 3
A structure of composition CH2N2OS2 at a distorted geometry. Source: OMol25; level of theory: ωB97M-V with the def2-TZVPD basis set.

Geometry as XYZ:
```
8
Properties=species:S:1:pos:R:3:forces:R:3
S 1.93974 2.41456 -0.19216 0.146 1.860 0.082
S 2.74865 -0.57283 0.15713 1.152 0.594 0.246
O 1.62189 -2.78630 -0.31066 -0.222 0.058 -0.098
N 0.06477 0.34850 0.30065 4.275 2.346 0.524
N 1.55038 -1.60454 -0.04625 -0.878 -0.925 0.251
C 1.04726 1.23487 0.19509 -2.244 -3.995 -0.319
H 0.52306 -0.78709 0.18398 -0.295 -0.386 -0.273
H -0.80530 0.70556 0.05215 -1.934 0.448 -0.413
```
Positions in Å, forces in eV/Å.

For the HOMO energy, the calculation gives -8.80 eV. The value obtained for the frontier orbital gap is 0.30638 Ha. The strongest force on any atom is 4.90 eV/Å.

Atomic partial charges in e from the Löwdin method, atoms 1 to 4:
1 S 0.759
2 S 0.751
3 O -0.084
4 N 0.020

No. 4
A structure of composition CH2N2S2 at a distorted geometry. Source: OMol25; level of theory: ωB97M-V with the def2-TZVPD basis set.

Geometry as XYZ:
```
7
Properties=species:S:1:pos:R:3:forces:R:3
S -0.01877 0.21369 1.92744 0.230 -0.714 2.143
S -1.01437 -1.38384 -0.75164 1.121 1.534 1.212
N 0.70710 1.61790 -1.52243 -0.159 0.456 0.216
N 0.19084 0.10334 0.33961 -1.204 -2.722 -2.208
C 0.43649 1.02600 -0.56648 0.619 -0.081 -0.419
H -1.11459 -0.73996 -1.94345 0.212 0.097 0.466
H 0.81330 -0.83714 2.51695 -0.818 1.430 -1.409
```
Positions in Å, forces in eV/Å.

For the HOMO energy (spin up / spin down), the calculation gives -9.63 / -9.63 eV. The value obtained for the frontier orbital gap (spin up / spin down) is 0.27736 / 0.27732 Ha. The strongest force on any atom is 3.71 eV/Å.

Atomic partial charges in e from the Löwdin method, atoms 1 to 4:
1 S 0.740
2 S 0.592
3 N 0.142
4 N -0.708

No. 5
An isolated molecule of CH2N2S4 at a distorted geometry. Source: OMol25; level of theory: ωB97M-V with the def2-TZVPD basis set.

Geometry as XYZ:
```
9
Properties=species:S:1:pos:R:3:forces:R:3
S -1.60301 1.24598 -2.16967 0.195 -1.089 0.305
S -0.28359 0.58070 2.51261 1.543 -0.283 0.625
S 1.69435 0.28500 2.35387 -2.533 0.044 -0.839
S -0.38399 1.14525 -0.36328 -1.418 -0.575 -0.895
N 1.14164 -0.94038 0.13637 0.110 -1.376 1.217
N 1.93203 -0.43865 0.96619 2.580 0.496 0.704
C 0.02034 -0.55694 -0.31367 0.751 2.730 -0.138
H -2.13345 -0.05184 -2.18759 0.529 1.259 0.352
H -0.38433 -1.26911 -0.93484 -1.757 -1.206 -1.332
```
Positions in Å, forces in eV/Å.

For the HOMO energy (spin up / spin down), the calculation gives -8.55 / -8.55 eV. The value obtained for the frontier orbital gap (spin up / spin down) is 0.25610 / 0.25615 Ha. The strongest force on any atom is 2.83 eV/Å.

Atomic partial charges in e from the Löwdin method, atoms 1 to 4:
1 S 0.299
2 S 0.066
3 S 0.494
4 S 0.440

No. 6
A cluster of 2 separate species, CH2N3 in total at a distorted geometry. Source: OMol25; level of theory: ωB97M-V with the def2-TZVPD basis set.

Geometry as XYZ:
```
6
Properties=species:S:1:pos:R:3:forces:R:3
N 0.27527 0.99851 1.60233 0.115 -5.281 -5.693
N 0.11251 1.73081 2.41044 -0.569 2.804 2.521
N 0.51011 -0.00424 -0.69465 1.421 -0.254 -0.042
C -0.07237 0.33007 0.31422 -3.580 2.966 3.269
H -1.66787 0.02161 0.36299 3.144 0.036 -0.041
H 1.35536 -0.14990 -1.25597 -0.531 -0.272 -0.014
```
Positions in Å, forces in eV/Å.

The expectation value of S² is 2.04. For the HOMO energy (spin up / spin down), the calculation gives -13.67 / -19.67 eV. The value obtained for the frontier orbital gap (spin up / spin down) is 0.25712 / 0.36481 Ha. The spin multiplicity is 3. The strongest force on any atom is 7.77 eV/Å. As for the net charge: +1.

Atomic partial charges in e from the Löwdin method, atoms 1 to 4:
1 N 0.015
2 N 0.285
3 N 0.317
4 C -0.129

No. 7
A cluster of 2 separate species, CH2N3O2P in total at a distorted geometry. Source: OMol25; level of theory: ωB97M-V with the def2-TZVPD basis set.

Geometry as XYZ:
```
9
Properties=species:S:1:pos:R:3:forces:R:3
P -0.91259 0.42115 -0.48880 -0.148 0.055 0.285
O 1.42860 0.96743 0.48371 3.220 0.044 -0.216
O -0.10586 1.60971 1.80939 -0.650 -0.006 0.537
N -1.15015 -2.69849 1.86380 -0.204 -2.082 1.784
N 0.29932 1.07865 0.80995 -2.404 -0.123 -1.031
N 0.27209 0.04181 -1.60243 1.111 2.269 1.608
C -1.06382 -1.83552 1.12932 0.139 1.817 -1.681
H 1.02452 0.77669 -1.50475 -0.556 -1.395 -0.440
H 0.20789 -0.36142 -2.50020 -0.508 -0.579 -0.846
```
Positions in Å, forces in eV/Å.

The expectation value of S² is 2.01. For the HOMO energy (spin up / spin down), the calculation gives -8.48 / -10.82 eV. The value obtained for the frontier orbital gap (spin up / spin down) is 0.31508 / 0.23078 Ha. The spin multiplicity is 3. The strongest force on any atom is 3.23 eV/Å.

Atomic partial charges in e from the Löwdin method, atoms 1 to 4:
1 P 0.933
2 O -0.021
3 O 0.003
4 N 0.012

No. 8
An isolated molecule of CH2N4 at a distorted geometry. Source: OMol25; level of theory: ωB97M-V with the def2-TZVPD basis set.

Geometry as XYZ:
```
7
Properties=species:S:1:pos:R:3:forces:R:3
N 0.53403 -0.30553 1.25067 -3.436 -1.698 -0.581
N 1.11471 0.35529 -0.67390 2.293 1.145 -4.864
N -0.14176 0.05961 -0.78005 -4.449 0.456 -0.082
N 1.49635 0.01624 0.44639 3.329 0.708 2.200
C -0.53219 -0.34274 0.40627 1.908 0.497 2.820
H -1.51512 -0.22933 0.68605 -2.093 -0.739 0.719
H -0.95602 0.44646 -1.33541 2.448 -0.370 -0.212
```
Positions in Å, forces in eV/Å.

For the HOMO energy, the calculation gives -10.56 eV. The value obtained for the frontier orbital gap is 0.40608 Ha. The structure (SMILES) is c1nnn[nH]1. The strongest force on any atom is 5.50 eV/Å.

Atomic partial charges in e from the Löwdin method, atoms 1 to 4:
1 N 0.032
2 N -0.039
3 N 0.000
4 N -0.090

No. 9
An isolated molecule of CH2N4O at a distorted geometry. Source: OMol25; level of theory: ωB97M-V with the def2-TZVPD basis set.

Geometry as XYZ:
```
8
Properties=species:S:1:pos:R:3:forces:R:3
O -0.48347 1.25987 1.01404 2.722 0.263 -1.285
N 1.35672 0.04254 0.67584 2.896 1.263 -0.573
N 0.46186 -1.19931 -1.28872 -1.614 2.385 1.461
N 1.02975 1.08574 1.19508 -1.957 -0.413 1.865
N -0.71006 0.33499 -0.04020 -3.614 0.759 2.782
C 0.48221 -0.34117 -0.28315 -3.954 -3.803 -3.384
H -1.54989 -0.19071 0.42121 2.181 0.400 -1.702
H -0.58713 -0.99194 -1.69409 3.342 -0.853 0.835
```
Positions in Å, forces in eV/Å.

For the HOMO energy, the calculation gives -9.84 eV. The value obtained for the frontier orbital gap is 0.32352 Ha. The structure (SMILES) is [H]/N=c1/nno[nH]1. The strongest force on any atom is 6.45 eV/Å.

Atomic partial charges in e from the Löwdin method, atoms 1 to 4:
1 O -0.119
2 N 0.087
3 N 0.111
4 N 0.141

No. 10
An isolated molecule of CH2N4O at a distorted geometry. Source: OMol25; level of theory: ωB97M-V with the def2-TZVPD basis set.

Geometry as XYZ:
```
8
Properties=species:S:1:pos:R:3:forces:R:3
O 1.77294 -0.40644 -0.16542 0.571 4.990 2.580
N -1.74323 -0.99902 0.00974 2.708 0.864 -2.162
N -0.47755 0.72627 -0.18099 2.086 2.519 1.422
N -1.80288 0.26144 -0.17163 2.160 -1.253 2.021
N -0.26020 -1.44389 -0.11109 -4.079 -1.938 1.191
C 0.38330 -0.38350 -0.08529 1.066 2.250 -0.465
H -0.13587 1.68367 0.33062 -1.928 -2.912 -1.999
H 2.26348 0.56147 0.37406 -2.584 -4.520 -2.589
```
Positions in Å, forces in eV/Å.

For the HOMO energy, the calculation gives -10.72 eV. The value obtained for the frontier orbital gap is 0.37195 Ha. The structure (SMILES) is Oc1nnn[nH]1. The strongest force on any atom is 5.81 eV/Å.

Atomic partial charges in e from the Löwdin method, atoms 1 to 4:
1 O -0.023
2 N 0.022
3 N 0.011
4 N -0.031